(1)
A single C3H7N3O molecule. Source: OMol25; level of theory: the ωB97M-V functional and the def2-TZVPD basis.

Each atom is followed by the atoms it is bonded to, with distances in Å.
Geometry (Å):
1 C 2.48338 -0.02641 0.05559  N2 1.449, H8 1.092, H9 1.099, H10 1.092
2 N 1.20488 0.55854 0.40698  C1 1.449, C3 1.380, H11 1.008
3 C 0.14160 0.47168 -0.46849  N2 1.380, O4 1.216, N5 1.389
4 O 0.20798 0.74264 -1.65201  C3 1.216
5 N -1.02208 0.00768 0.13043  C3 1.389, C6 1.384, H12 1.010
6 C -2.20268 -0.17525 -0.56798  N5 1.384, N7 1.269, H13 1.092
7 N -3.20695 -0.70054 0.00302  C6 1.269, H14 1.017
8 H 2.44440 -0.34317 -0.98853  C1 1.092
9 H 2.68045 -0.91190 0.67527  C1 1.099
10 H 3.29795 0.69051 0.17784  C1 1.092
11 H 1.00649 0.66446 1.38948  N2 1.008
12 H -0.97131 -0.41642 1.04578  N5 1.010
13 H -2.12780 0.16695 -1.60174  C6 1.092
14 H -3.98525 -0.74775 -0.65014  N7 1.017

Results
* SMILES string: [H]/N=C/NC(=O)NC
* F_max: 0.5 eV/Å
* Kohn-Sham gap: 10.5 eV
* E_tot: -9742.648 eV



(2)
A single C3H7N3O molecule. Source: OMol25; level of theory: the ωB97M-V functional and the def2-TZVPD basis.

Each atom is followed by the atoms it is bonded to, with distances in Å.
Geometry (Å):
1 C 2.53408 0.04489 0.03741  N2 1.450, H8 1.091, H9 1.098, H10 1.093
2 N 1.19731 0.45475 0.42109  C1 1.450, C3 1.373, H11 1.008
3 C 0.15771 0.31269 -0.46388  N2 1.373, O4 1.218, N5 1.391
4 O 0.27757 0.38322 -1.67398  C3 1.218
5 N -1.06685 0.07034 0.15088  C3 1.391, C6 1.384, H12 1.011
6 C -2.22406 -0.16523 -0.57108  N5 1.384, N7 1.270, H13 1.092
7 N -3.28376 -0.52198 0.03033  C6 1.270, H14 1.017
8 H 2.54082 -0.08498 -1.04552  C1 1.091
9 H 2.79529 -0.91017 0.51116  C1 1.098
10 H 3.28204 0.79401 0.31040  C1 1.093
11 H 0.98159 0.45318 1.40597  N2 1.008
12 H -1.11178 -0.17631 1.12992  N5 1.011
13 H -2.08245 -0.01676 -1.64334  C6 1.092
14 H -4.03584 -0.65190 -0.64188  N7 1.017

Results
* SMILES string: [H]/N=C/NC(=O)NC
* F_max: 0.4 eV/Å
* Kohn-Sham gap: 10.5 eV
* E_tot: -9742.839 eV



(3)
2 unconnected molecules or ions with the total composition C3H7N3O2 in a non-equilibrium geometry. Source: OMol25; level of theory: the ωB97M-V functional and the def2-TZVPD basis.

Each atom is followed by the atoms it is bonded to, with distances in Å.
Geometry (Å):
1 C 0.77816 -1.81014 -0.07368  C2 1.484, H7 1.089, H8 1.086, H9 1.089
2 C 0.33985 -1.10489 1.15598  C1 1.484, N4 1.275, H6 1.091
3 O 0.02767 0.65956 2.52154  N4 1.390, H5 0.968
4 N 0.21713 0.16144 1.23809  C2 1.275, O3 1.390
5 H -0.22784 1.58485 2.39974  O3 0.968
6 H 0.42122 -1.68472 2.07644  C2 1.091
7 H 1.83274 -2.07899 -0.02787  C1 1.089
8 H 0.63196 -1.19950 -0.95943  C1 1.086
9 H 0.20453 -2.73060 -0.17530  C1 1.089
10 N -0.09764 2.05042 -0.94168  O11 1.438, H14 1.031, H15 1.018
11 O -0.45824 0.91030 -1.73965  N10 1.438, C12 1.314
12 C -1.73824 0.63151 -1.83558  O11 1.314, N13 1.147
13 N -2.81234 0.50808 -2.21857  C12 1.147
14 H 0.15849 1.65711 -0.02385  N10 1.031
15 H 0.72254 2.44557 -1.39619  N10 1.018

Results
* SMILES string: C/C=N/O.N#CON
* F_max: 2.5 eV/Å
* Kohn-Sham gap: 11.0 eV
* E_tot: -11785.046 eV



(4)
A single C3H7N3O2 molecule in a non-equilibrium geometry. Source: OMol25; level of theory: the ωB97M-V functional and the def2-TZVPD basis.

Each atom is followed by the atoms it is bonded to, with distances in Å.
Geometry (Å):
1 C 0.29242 -0.11458 -2.85964  H4 1.140, H5 1.003, H6 1.216, O14 1.532
2 C -0.16332 0.06731 -0.44081  N11 1.333, O14 1.384, O15 1.256
3 C -0.10278 0.23954 1.93356  N11 1.405, N12 1.285, N13 1.276
4 H -0.70453 -0.62631 -3.07048  C1 1.140
5 H 0.70893 0.49985 -3.53436  C1 1.003
6 H 1.06203 -1.00163 -2.54340  C1 1.216
7 H 0.67521 1.59190 0.39405  N11 1.077
8 H -1.12635 -1.04689 2.78945  N12 0.960
9 H -0.97751 -1.51628 1.21674  N12 1.104
10 H 1.03779 1.44006 2.59718  N13 0.969
11 N 0.37499 0.59197 0.66001  C2 1.333, C3 1.405, H7 1.077
12 N -1.01676 -0.66298 1.91675  C3 1.285, H8 0.960, H9 1.104
13 N 0.31280 0.89943 2.94379  C3 1.276, H10 0.969
14 O 0.34854 0.69692 -1.56153  C1 1.532, C2 1.384
15 O -0.72145 -1.05831 -0.44131  C2 1.256

Results
* SMILES string: [H]/N=C(/N)NC(=O)OC
* F_max: 7.3 eV/Å
* Kohn-Sham gap: 9.7 eV
* E_tot: -11788.561 eV



(5)
A single C3H7N3O2 molecule in a non-equilibrium geometry. Source: OMol25; level of theory: the ωB97M-V functional and the def2-TZVPD basis.

Each atom is followed by the atoms it is bonded to, with distances in Å.
Geometry (Å):
1 C -1.97553 -1.21592 0.13793  H4 1.075, H5 1.127, H6 1.197, N11 1.532
2 C 0.28705 -0.00016 -0.07679  N11 1.339, N12 1.428, N13 1.285
3 C 2.34835 -0.81600 -0.05937  H10 1.155, N13 1.308, O15 1.270
4 H -1.87048 -1.76855 -0.77813  C1 1.075
5 H -1.78348 -1.65046 1.15946  C1 1.127
6 H -3.06528 -0.75500 -0.04342  C1 1.197
7 H -1.51239 0.71543 -0.69767  N11 1.029
8 H 1.49578 1.65560 -0.23305  N12 0.956
9 H -0.21245 2.79060 0.72953  O14 0.992
10 H 2.98133 -1.78140 -0.08627  C3 1.155
11 N -1.04884 -0.03418 -0.16640  C1 1.532, C2 1.339, H7 1.029
12 N 0.69849 1.34119 0.19134  C2 1.428, H8 0.956, O14 1.522
13 N 1.05969 -1.02187 0.02383  C2 1.285, C3 1.308
14 O -0.44899 2.29748 -0.09825  H9 0.992, N12 1.522
15 O 3.04675 0.24322 -0.00273  C3 1.270

Results
* SMILES string: CN/C(=N/C=O)NO
* F_max: 5.8 eV/Å
* Kohn-Sham gap: 10.0 eV
* E_tot: -11786.727 eV



(6)
A single C3H7N3O2 molecule in a non-equilibrium geometry. Source: OMol25; level of theory: the ωB97M-V functional and the def2-TZVPD basis.

Each atom is followed by the atoms it is bonded to, with distances in Å.
Geometry (Å):
1 C 2.83339 0.19412 0.01521  C2 1.530, H4 1.233, H5 1.302, H6 1.054
2 C 1.32097 0.33990 -0.16734  C1 1.530, N11 1.325, O14 1.268
3 C -1.40644 -0.02510 0.24782  H8 1.120, N12 1.324, N13 1.393
4 H 3.57074 0.91185 -0.66379  C1 1.233
5 H 2.98084 0.16527 1.30864  C1 1.302
6 H 2.96993 -0.82082 -0.23266  C1 1.054
7 H 1.21678 -1.68837 0.19843  N11 1.081
8 H -1.15102 1.03989 0.48385  C3 1.120
9 H -3.25603 -1.05423 0.19369  N13 1.010
10 H -3.32059 0.77378 -1.06543  O15 0.924
11 N 0.68399 -0.82204 -0.16790  C2 1.325, H7 1.081, N12 1.371
12 N -0.67074 -0.97203 -0.31239  C3 1.324, N11 1.371
13 N -2.78083 -0.18865 0.40662  C3 1.393, H9 1.010, O15 1.461
14 O 0.75894 1.46336 0.00780  C2 1.268
15 O -3.74996 0.68306 -0.25255  H10 0.924, N13 1.461

Results
* SMILES string: CC(=O)N/N=C/NO
* F_max: 5.2 eV/Å
* Kohn-Sham gap: 9.8 eV
* E_tot: -11785.138 eV



(7)
A gas-phase ion, C3H7N3O2PS (charge -1) in a non-equilibrium geometry. Source: OMol25; level of theory: the ωB97M-V functional and the def2-TZVPD basis.

Each atom is followed by the atoms it is bonded to, with distances in Å.
Geometry (Å):
1 C 0.87935 0.90562 0.62151  C2 1.470, N4 1.416, P9 1.854
2 C 1.43558 2.25707 0.46452  C1 1.470, H11 1.202, H12 1.070, H13 1.006
3 C -3.04158 -1.40715 -0.28614  N5 1.475, H14 1.098, H15 1.077, H16 1.129
4 N -0.52453 0.77391 0.48905  C1 1.416, N6 1.210
5 N -2.17363 -0.73189 0.69638  C3 1.475, N6 1.231
6 N -1.25876 -0.12324 0.14109  N4 1.210, N5 1.231
7 O 2.11334 -1.53583 1.21259  P9 1.482
8 O 2.82206 -0.17283 -0.94808  P9 1.691, H17 0.889
9 P 1.60179 -0.71654 0.08896  C1 1.854, O7 1.482, O8 1.691, S10 2.052
10 S 0.28726 -1.65585 -1.17587  P9 2.052
11 H 1.45232 2.86792 1.49946  C2 1.202
12 H 0.74605 2.91553 -0.02165  C2 1.070
13 H 2.39218 2.25959 0.15291  C2 1.006
14 H -3.39401 -2.38130 0.07918  C3 1.098
15 H -2.44194 -1.67811 -1.13873  C3 1.077
16 H -3.86462 -0.65572 -0.46945  C3 1.129
17 H 2.96913 -0.92120 -1.40572  O8 0.889

Results
* SMILES string: C/N=N/N=C(/C)[P@]([O-])(O)=S
* F_max: 6.8 eV/Å
* Kohn-Sham gap: 7.4 eV
* E_tot: -31913.456 eV
* net charge: -1



(8)
A single C3H7N3OS molecule in a non-equilibrium geometry. Source: OMol25; level of theory: the ωB97M-V functional and the def2-TZVPD basis.

Each atom is followed by the atoms it is bonded to, with distances in Å.
Geometry (Å):
1 C 0.16352 1.76070 -0.56120  H4 1.069, H5 1.080, H6 1.114, O14 1.426
2 C -0.39023 -0.56863 -0.48816  N12 1.278, O14 1.359, S15 1.774
3 C 2.03618 -0.66006 1.15332  H7 1.098, H8 1.108, N11 1.270
4 H -0.20377 2.64953 -0.09338  C1 1.069
5 H 1.22046 1.65767 -0.36692  C1 1.080
6 H 0.01506 1.87133 -1.65976  C1 1.114
7 H 1.03058 -0.48631 1.55964  C3 1.098
8 H 2.88336 -0.67003 1.86793  C3 1.108
9 H -2.66732 -0.06504 0.13494  N13 1.041
10 H -3.18851 -1.68968 -0.07552  N13 1.002
11 N 2.32368 -0.92472 -0.05456  C3 1.270, S15 1.704
12 N -1.28641 -1.47043 -0.35828  C2 1.278, N13 1.375
13 N -2.46048 -1.07936 0.24168  H9 1.041, H10 1.002, N12 1.375
14 O -0.61230 0.69042 -0.02589  C1 1.426, C2 1.359
15 S 1.13619 -1.01540 -1.27386  C2 1.774, N11 1.704

Results
* SMILES string: C=NS/C(=N/N)OC
* F_max: 1.2 eV/Å
* Kohn-Sham gap: 9.4 eV
* E_tot: -20575.051 eV



(9)
A single C3H7N3OS molecule in a non-equilibrium geometry. Source: OMol25; level of theory: the ωB97M-V functional and the def2-TZVPD basis.

Each atom is followed by the atoms it is bonded to, with distances in Å.
Geometry (Å):
1 C 0.77539 2.03346 0.23728  H4 1.245, H5 1.150, H6 1.094, N11 1.554
2 C -1.24137 0.63242 -0.29935  H7 1.121, N11 1.425, N12 1.270
3 C 0.98137 -0.43730 0.21637  H9 1.139, N11 1.496, N13 1.348
4 H 0.03925 2.88668 -0.29306  C1 1.245
5 H 1.79066 2.03299 -0.30203  C1 1.150
6 H 0.74594 2.11341 1.32846  C1 1.094
7 H -1.59305 1.61614 -0.70607  C2 1.121
8 H -2.96535 -2.44000 0.09129  S15 1.542
9 H 1.97986 -0.04800 0.60089  C3 1.139
10 H 1.50862 -3.32813 -0.55394  O14 1.126
11 N 0.18106 0.70842 -0.31608  C1 1.554, C2 1.425, C3 1.496
12 N -1.59104 -0.56616 -0.06688  C2 1.270, S15 1.849
13 N 0.78501 -1.72470 -0.13248  C3 1.348, O14 1.459
14 O 1.99110 -2.52171 0.06684  H10 1.126, N13 1.459
15 S -3.38746 -0.95751 0.12874  H8 1.542, N12 1.849

Results
* SMILES string: CN(/C=N/O)/C=N/S
* F_max: 5.4 eV/Å
* Kohn-Sham gap: 9.1 eV
* E_tot: -20571.648 eV



What did we get for HOMO? Answer: -9.7; -9.7; -10.3; -9.1; -9.4; -9.2; -3.8; -8.7; -8.4 eV, in the order shown.